No. 1
89
Properties=species:S:1:pos:R:3 method="wB97M-V/def2-TZVPD" e_homo_ev=-3.50 max_force_ha_per_bohr=0.0501 e_lumo_ev=2.2 energy_ha=-3784.96941 total_charge=-1 relative_energy_kcal_mol=107.13
Cd 0.033 -1.034 0.199
C -0.110 -0.354 3.323
N 0.401 -1.383 2.416
C -0.164 -2.693 2.750
C -1.596 -2.881 2.206
N -1.750 -2.699 0.753
C -3.028 -2.062 0.446
C -1.535 -3.895 -0.032
C -2.606 -4.601 -0.565
C -2.432 -5.704 -1.384
C -1.152 -6.147 -1.673
C -0.077 -5.481 -1.138
C -0.230 -4.338 -0.342
S 1.206 -3.544 0.165
C 1.856 -1.311 2.406
C 2.522 -1.743 3.491
C 3.911 -1.477 3.752
C 4.632 -0.712 2.930
C 4.093 -0.297 1.622
C 2.571 -0.522 1.317
S 1.630 0.975 0.970
H 0.178 -0.560 4.363
H -1.196 -0.306 3.255
H 0.307 0.607 3.019
H -0.204 -2.843 3.839
H 0.477 -3.454 2.302
H -2.249 -2.151 2.697
H -1.930 -3.888 2.500
H -3.886 -2.651 0.803
H -3.106 -1.915 -0.634
H -3.078 -1.087 0.927
H -3.621 -4.296 -0.359
H -3.293 -6.195 -1.814
H -0.995 -7.009 -2.307
H 0.931 -5.795 -1.360
H 1.976 -2.246 4.278
H 4.316 -1.832 4.690
H 5.654 -0.432 3.147
H 4.390 0.722 1.353
N 2.853 4.493 -4.426
C 2.262 3.297 -4.024
C 2.544 2.112 -4.704
C 1.938 0.929 -4.332
C 1.035 0.932 -3.286
C 0.747 2.095 -2.602
C 1.345 3.282 -2.973
S 0.402 -0.612 -2.658
O 0.369 -1.579 -3.724
O -0.912 -0.325 -2.061
N 1.295 -0.960 -1.404
C 2.618 -1.010 -1.213
N 2.975 -1.263 0.092
C 4.380 -1.298 0.472
C 5.307 -0.918 -0.631
C 4.798 -0.739 -1.855
N 3.470 -0.831 -2.185
H 3.735 4.368 -4.901
H 2.898 5.186 -3.693
H 3.272 2.122 -5.503
H 2.167 -0.009 -4.810
H 0.079 2.050 -1.756
H 1.133 4.188 -2.422
H 4.629 -2.294 0.880
H 6.358 -0.815 -0.402
H 5.429 -0.489 -2.703
O -1.623 0.641 0.890
S -1.983 1.518 -0.235
C -1.398 3.180 0.266
C -0.832 3.338 1.517
C -0.251 4.548 1.855
C -0.253 5.593 0.946
C -0.834 5.433 -0.301
C -1.401 4.219 -0.651
C -3.737 1.912 0.141
C -4.568 2.380 -0.862
C -5.922 2.525 -0.614
C -6.439 2.190 0.627
C -5.601 1.737 1.633
C -4.246 1.600 1.389
H -0.835 2.502 2.200
H 0.218 4.665 2.820
H 0.211 6.533 1.203
H -0.833 6.246 -1.012
H -1.838 4.076 -1.630
H -4.150 2.609 -1.830
H -6.575 2.884 -1.395
H -7.501 2.267 0.804
H -6.006 1.482 2.601
H -3.573 1.240 2.153


No. 2
113
Properties=species:S:1:pos:R:3 method="wB97M-V/def2-TZVPD" e_homo_ev=-4.97 max_force_ha_per_bohr=0.0662 e_lumo_ev=-0.6 energy_ha=-10776.41271 relative_energy_kcal_mol=12.18
Y 15.046 -15.079 9.899
O 14.758 -13.796 8.021
C 13.470 -13.727 8.158
O 12.948 -14.189 9.184
C 12.706 -13.041 7.079
C 13.448 -12.304 6.186
C 12.926 -11.297 5.414
C 11.535 -11.039 5.442
C 10.711 -11.940 6.113
C 11.248 -12.966 6.961
S 10.091 -14.092 7.481
H 14.539 -12.431 6.209
H 13.551 -10.656 4.808
H 11.156 -10.131 4.964
H 9.623 -11.927 6.077
N 12.146 -17.675 12.065
C 11.116 -17.097 11.317
C 11.627 -15.985 10.765
N 13.010 -15.927 11.012
C 13.269 -16.903 11.916
C 14.662 -17.029 12.458
N 15.675 -16.618 11.686
C 16.858 -16.830 12.378
C 16.504 -17.234 13.626
N 15.152 -17.375 13.676
H 12.160 -18.550 12.529
H 10.139 -17.570 11.155
H 11.091 -15.284 10.162
H 17.805 -16.612 11.923
H 17.116 -17.517 14.446
H 14.587 -17.734 14.440
C 18.314 -14.061 8.081
C 18.306 -13.804 9.532
C 19.552 -13.690 10.191
C 19.585 -13.227 11.505
C 18.340 -12.969 12.182
C 18.347 -12.385 13.493
Br 20.063 -11.834 14.108
C 17.138 -11.985 14.080
C 15.945 -12.221 13.440
Br 14.321 -11.564 14.258
C 15.903 -12.965 12.178
O 14.808 -13.465 11.667
C 17.151 -13.257 11.522
N 17.117 -13.774 10.201
H 17.712 -14.986 7.834
H 19.389 -14.123 7.801
H 17.799 -13.205 7.536
H 20.484 -13.983 9.729
H 20.532 -13.013 12.019
H 17.144 -11.457 15.024
C 17.264 -18.288 6.421
C 16.154 -19.360 6.307
C 15.467 -19.676 7.627
S 14.534 -18.304 8.500
O 15.275 -16.920 8.646
C 13.167 -18.043 7.279
C 13.276 -16.861 6.330
C 12.631 -17.312 4.980
H 17.393 -17.701 5.501
H 18.249 -18.727 6.618
H 17.048 -17.508 7.201
H 16.602 -20.361 5.931
H 15.386 -19.078 5.561
H 16.092 -20.009 8.434
H 14.657 -20.426 7.528
H 12.311 -18.047 7.940
H 13.108 -19.002 6.695
H 14.354 -16.733 6.124
H 12.836 -15.904 6.656
H 13.283 -18.045 4.422
H 12.444 -16.454 4.332
H 11.651 -17.737 5.198
C 6.687 -12.486 12.019
C 7.103 -13.787 12.662
C 8.231 -13.888 13.650
C 9.656 -13.630 13.175
N 9.985 -12.245 12.890
C 10.041 -11.734 11.662
Se 9.899 -12.605 10.077
N 10.442 -10.416 11.735
C 10.611 -9.502 10.583
C 9.336 -8.838 10.073
C 8.700 -7.808 11.082
C 9.416 -6.439 11.079
C 10.626 -10.104 13.070
C 11.136 -8.971 13.669
C 11.338 -8.963 15.074
C 11.047 -10.134 15.800
C 10.588 -11.325 15.207
C 10.317 -11.263 13.823
H 5.631 -12.441 11.728
H 7.278 -12.305 11.107
H 6.901 -11.628 12.675
H 7.258 -14.535 11.834
H 6.242 -14.194 13.254
H 8.216 -14.917 14.004
H 7.990 -13.299 14.556
H 9.857 -14.125 12.199
H 10.338 -13.996 13.974
H 11.097 -10.112 9.820
H 11.313 -8.719 10.895
H 8.561 -9.596 9.784
H 9.594 -8.245 9.149
H 8.719 -8.276 12.077
H 7.689 -7.650 10.811
H 10.499 -6.571 11.080
H 9.124 -5.833 11.916
H 9.186 -5.957 10.148
H 11.356 -8.056 13.081
H 11.795 -8.130 15.608
H 11.203 -10.134 16.854
H 10.517 -12.223 15.819


No. 3
13
Properties=species:S:1:pos:R:3 method="wB97M-V/def2-TZVPD" e_homo_ev=-5.28 max_force_ha_per_bohr=0.0137 e_lumo_ev=3.9 energy_ha=-418.59039 total_charge=-1 relative_energy_kcal_mol=10.62
O 0.588 0.229 -1.637
C 0.823 -0.055 -0.455
O 0.037 -0.614 0.357
H 1.808 0.248 -0.027
H -2.259 -1.668 0.333
H -2.366 -0.398 -0.403
O -2.940 -1.089 -0.036
H 2.215 2.656 -1.917
H 2.006 3.508 -0.684
O 2.344 3.554 -1.584
H -0.396 -1.883 1.359
H -1.122 -1.943 2.675
O -0.738 -2.544 2.020


No. 4
21
Properties=species:S:1:pos:R:3 method="wB97M-V/def2-TZVPD" e_homo_ev=-9.67 max_force_ha_per_bohr=0.0093 e_lumo_ev=0.9 smiles="C=C(C)CO.CC" energy_ha=-312.20300 relative_energy_kcal_mol=32.65
C 0.046 0.877 2.779
C 0.078 0.475 1.518
C 1.366 -0.048 0.942
C -1.221 0.486 0.736
O -1.893 -0.759 0.787
H -0.850 1.257 3.240
H 0.926 0.855 3.402
H 1.770 -0.828 1.600
H 1.237 -0.472 -0.044
H 2.103 0.754 0.898
H -1.075 0.690 -0.321
H -1.872 1.273 1.151
H -1.985 -1.016 1.712
C 0.327 0.297 -2.382
C 0.013 -1.184 -2.200
H -0.517 0.804 -2.847
H 1.191 0.420 -3.029
H 0.550 0.801 -1.452
H 0.858 -1.716 -1.766
H -0.200 -1.637 -3.168
H -0.852 -1.330 -1.557


No. 5
13
Properties=species:S:1:pos:R:3 method="wB97M-V/def2-TZVPD" e_homo_ev="-4.13 / -8.15" multiplicity=3 max_force_ha_per_bohr=0.1348 e_lumo_ev="0.4 / -3.3" energy_ha=-737.72042 relative_energy_kcal_mol=110.54
C -0.455 0.858 1.108
C 1.467 -0.394 -0.414
N -1.049 0.144 0.196
N -1.492 0.614 -0.981
O -0.041 0.223 2.246
O 1.370 0.335 -1.344
S 1.008 -2.023 -0.199
H -0.354 1.920 1.163
H 1.971 -0.044 0.532
H 0.274 -2.170 -1.235
H -1.490 -0.266 -1.663
H -0.213 -0.657 2.084
H -0.995 1.461 -1.492


No. 6
44
Properties=species:S:1:pos:R:3 method="wB97M-V/def2-TZVPD" e_homo_ev=-8.17 max_force_ha_per_bohr=0.0664 e_lumo_ev=-1.1 smiles="CC(C)n1/c(=N/C(=O)c2ccco2)c(C#N)cc2c(=O)n3ccccc3cc21" energy_ha=-1254.53057 relative_energy_kcal_mol=53.89
C -2.722 0.114 0.907
C -1.710 0.620 -0.156
C -2.383 0.826 -1.540
N -0.532 -0.265 -0.265
C -0.551 -1.459 -0.995
N -1.692 -2.101 -0.951
C -1.842 -3.438 -1.234
O -2.949 -3.718 -1.623
C -0.905 -4.490 -0.784
C -0.932 -5.779 -1.259
C 0.104 -6.471 -0.547
C 0.688 -5.586 0.301
O 0.106 -4.345 0.156
C 0.690 -1.930 -1.670
C 0.694 -2.733 -2.850
N 0.737 -3.411 -3.805
C 1.904 -1.374 -1.252
C 1.916 -0.314 -0.257
C 3.195 0.201 0.256
O 4.261 -0.033 -0.320
N 3.185 1.205 1.233
C 4.377 1.860 1.691
C 4.370 2.749 2.748
C 3.115 3.108 3.376
C 1.935 2.570 2.893
C 1.960 1.589 1.840
C 0.782 1.136 1.341
C 0.716 0.168 0.241
H -3.204 -0.800 0.564
H -2.253 -0.104 1.846
H -3.508 0.865 1.074
H -1.415 1.651 0.098
H -2.935 -0.078 -1.758
H -1.652 1.112 -2.325
H -3.101 1.642 -1.459
H -1.613 -6.181 -2.015
H 0.359 -7.542 -0.638
H 1.436 -5.860 1.033
H 2.844 -1.730 -1.708
H 5.319 1.580 1.235
H 5.309 3.108 3.128
H 3.095 3.816 4.186
H 1.019 2.869 3.378
H -0.126 1.401 1.830